This record from OMol25 describes a single H3NOP2 molecule at a distorted geometry. The level of theory is ωB97M-V/def2-TZVPD.

Results
* ΔE to the lowest compared entry with this formula, charge and spin: 56.8 kJ/mol
* maximum force: 2.7 eV/Å
* HOMO: -8.76 eV
* multiplicity: 1
* orbital gap: 8.285 eV
* LUMO level: -0.5 eV
* structure (SMILES): O=N[PH]#[PH2]
* E_tot: -22159.889 eV

Geometry as XYZ:
```
7
Properties=species:S:1:pos:R:3:forces:R:3:nbo_charge:R:1
P -1.598542 -0.490347 0.114759 0.03 2.20 -1.00 0.039
H 0.279280 1.879579 1.214347 -0.40 -1.02 -0.51 -0.002
O 1.613709 -1.062081 -0.180400 -0.28 2.71 0.09 -0.261
P -0.078269 1.200935 -0.040007 0.88 -0.47 0.11 0.183
H -1.375340 -0.391296 -1.341811 -0.36 -0.58 1.05 0.009
N 1.670223 0.136809 -0.102534 -0.84 -1.58 0.19 0.037
H -0.511062 -1.273596 0.335645 0.96 -1.25 0.08 -0.005
```
Forces are in eV/Å.

This record from OMol25 describes 2 unconnected molecules or ions with the total composition H3O2PS2 at a distorted geometry. The level of theory is ωB97M-V/def2-TZVPD.

Results
* ΔE to the lowest compared entry with this formula, charge and spin: 120.4 kJ/mol
* maximum force: 3.2 eV/Å
* HOMO: -9.82 eV
* multiplicity: 1
* orbital gap: 8.936 eV
* LUMO level: -0.9 eV
* structure (SMILES): O=P(=S)S.O
* E_tot: -35103.668 eV

Geometry as XYZ:
```
8
Properties=species:S:1:pos:R:3:forces:R:3:nbo_charge:R:1
S 0.754105 1.516572 -0.184332 0.90 -0.89 0.69 -0.272
H -0.378910 0.897077 0.257571 0.46 -0.17 -0.31 0.214
H -2.296010 -1.037833 -0.030011 -0.18 2.35 -0.18 0.491
O -2.303603 -0.023836 -0.058903 1.48 -2.52 0.82 -0.960
P 2.176473 -0.065986 0.201670 -2.69 -1.23 -1.21 1.490
H -3.109574 0.251804 -0.449371 -1.24 0.17 -0.59 0.480
O 3.545027 0.357306 0.295866 1.41 1.20 0.36 -0.990
S 1.612489 -1.895104 -0.032492 -0.14 1.08 0.42 -0.452
```
Forces are in eV/Å.

This record from OMol25 describes a single H3O2PS4 molecule at a distorted geometry. The level of theory is ωB97M-V/def2-TZVPD.

Results
* ΔE to the lowest compared entry with this formula, charge and spin: 188.9 kJ/mol
* maximum force: 2.2 eV/Å
* HOMO: -9.01 eV
* multiplicity: 1
* orbital gap: 8.621 eV
* LUMO level: -0.4 eV
* structure (SMILES): OP(OS)#S#[SH]=S
* E_tot: -56772.288 eV

Geometry as XYZ:
```
10
Properties=species:S:1:pos:R:3:forces:R:3:nbo_charge:R:1
P 1.505309 -0.558915 0.539333 0.09 0.40 0.66 1.407
S -0.882913 2.872619 -0.143830 -1.35 1.16 1.22 -0.406
O 1.458665 -2.165982 0.440167 -0.45 0.00 -0.66 -0.992
H -0.162096 2.141509 1.485888 0.67 -1.80 1.04 0.142
S 0.377738 0.031933 -1.388102 -0.27 -0.87 -0.01 -0.385
H -0.692711 2.056228 -2.498254 0.45 -0.28 -0.04 0.144
S 0.321534 1.139830 2.552348 -0.28 -0.42 -1.57 0.162
S 0.228732 2.121381 -1.497954 0.93 -0.49 -1.08 0.379
H 0.582225 -2.574209 0.576758 0.31 0.22 -0.03 0.511
O 0.326182 -0.439402 1.650850 -0.10 2.08 0.45 -0.962
```
Forces are in eV/Å.

This record from OMol25 describes a molecular structure, H3O3P3 at a distorted geometry. The level of theory is ωB97M-V/def2-TZVPD.

Results
* ΔE to the lowest compared entry with this formula, charge and spin: 0.2 kJ/mol
* maximum force: 3.0 eV/Å
* HOMO (spin up / spin down): 3.23 / -0.57 eV
* multiplicity: 3
* total charge: -2
* orbital gap (spin up / spin down): 4.178 / 6.157 eV
* LUMO level (spin up / spin down): 7.4 / 5.6 eV
* E_tot: -34054.304 eV

Geometry as XYZ:
```
9
Properties=species:S:1:pos:R:3:forces:R:3:mulliken_spin:R:1
P 0.610024 -1.782873 2.131150 0.41 -2.01 -1.38 0.134
O 1.032717 -1.979107 3.522594 0.52 0.24 1.90 -0.051
O 1.414577 -2.621775 1.111967 -1.07 1.56 0.50 0.121
P 0.946450 0.421087 1.258720 -0.10 -0.73 -0.21 1.374
P -1.170705 0.183701 0.810181 0.15 2.43 -1.78 0.114
H -0.896893 -0.255344 -0.567635 -0.16 -0.47 0.52 0.058
H 1.751505 0.352285 -0.289751 -0.17 0.29 -0.01 0.247
H -1.080250 1.603586 -0.045549 -0.11 -0.85 0.80 0.006
O -0.910911 -1.661413 1.922204 0.53 -0.46 -0.34 -0.002
```
Forces are in eV/Å.

This record from OMol25 describes a single H3O4PS molecule at a distorted geometry. The level of theory is ωB97M-V/def2-TZVPD.

Results
* ΔE to the lowest compared entry with this formula, charge and spin: 192.8 kJ/mol
* maximum force: 3.2 eV/Å
* HOMO: -9.51 eV
* multiplicity: 1
* orbital gap: 9.870 eV
* LUMO level: 0.4 eV
* structure (SMILES): OOP(O)(O)=S
* E_tot: -28362.161 eV

Geometry as XYZ:
```
9
Properties=species:S:1:pos:R:3:forces:R:3:nbo_charge:R:1
O -0.676358 0.509418 -1.473031 -0.70 0.42 -1.60 -0.447
O 0.653475 -1.971643 0.910972 1.82 -0.22 -1.67 -0.956
O 0.929072 0.528794 1.253744 -0.40 0.86 -1.21 -0.989
O -0.516490 -0.556221 -0.597231 2.05 -1.32 2.08 -0.547
H 0.654560 1.369932 0.764500 0.56 -1.42 1.02 0.529
P 1.064188 -0.646653 0.155722 -1.84 0.57 -2.12 1.941
H -1.217308 0.033802 -2.149339 0.66 0.86 0.41 0.476
S 2.573712 -0.630525 -1.031858 -0.83 -0.08 0.80 -0.516
H 0.234657 -1.793629 1.712960 -1.31 0.33 2.30 0.510
```
Forces are in eV/Å.

This record from OMol25 describes 2 unconnected molecules or ions with the total composition H3O4PSi at a distorted geometry. The level of theory is ωB97M-V/def2-TZVPD.

Results
* ΔE to the lowest compared entry with this formula, charge and spin: 252.8 kJ/mol
* maximum force: 5.1 eV/Å
* HOMO: 0.33 eV
* multiplicity: 1
* total charge: -2
* orbital gap: 5.926 eV
* LUMO level: 6.3 eV
* E_tot: -25404.733 eV

Geometry as XYZ:
```
9
Properties=species:S:1:pos:R:3:forces:R:3:nbo_charge:R:1
H 0.109180 0.630531 -0.917786 0.78 0.09 -0.07 -0.193
Si 1.385374 -0.168347 -0.726794 -0.83 0.43 -0.53 1.249
H -2.530161 -0.125464 -0.412116 -0.30 0.26 -0.03 0.382
O -3.264097 0.510761 -0.468773 0.15 -0.18 -0.01 -1.374
O 0.326629 -2.429919 1.491035 -0.77 1.67 -1.69 -1.067
H 1.933732 -0.731230 -1.978573 -0.54 -0.26 -0.52 -0.259
O 2.578825 0.144257 0.179588 0.41 0.46 0.91 -1.273
O -0.109392 -3.274986 -0.822452 -0.40 1.81 -0.27 -1.085
P 0.058564 -2.039939 0.036298 1.50 -4.28 2.22 1.621
```
Forces are in eV/Å.

This record from OMol25 describes a molecular structure, H3O5SSi at a distorted geometry. The level of theory is ωB97M-V/def2-TZVPD.

Results
* ΔE to the lowest compared entry with this formula, charge and spin: 0.0 kJ/mol
* maximum force: 5.8 eV/Å
* HOMO: -5.54 eV
* multiplicity: 1
* total charge: -1
* orbital gap: 9.292 eV
* LUMO level: 3.8 eV
* E_tot: -29003.134 eV

Geometry as XYZ:
```
10
Properties=species:S:1:pos:R:3:forces:R:3:nbo_charge:R:1
O 1.885782 -0.515323 0.633285 0.24 -1.92 -1.20 -1.149
H 1.741242 -1.334625 0.067519 0.01 2.02 1.00 0.510
S -1.156711 -0.411728 -0.760998 -5.05 0.56 -2.88 2.251
Si 0.809810 0.738192 0.735623 1.20 -0.46 3.05 2.036
O -0.690486 -0.085378 0.589402 -0.21 -0.37 2.35 -1.030
O -0.327890 -1.390115 -1.377574 1.41 0.08 -0.72 -0.966
O -2.577882 -0.749740 -0.848153 0.91 -0.01 0.88 -1.000
H 0.724918 0.856621 2.277742 0.16 0.23 -0.87 -0.341
O 0.883890 1.989290 -0.115290 -0.02 0.93 -1.04 -1.310
H -1.292676 0.902806 -1.201552 1.34 -1.07 -0.57 -0.001
```
Forces are in eV/Å.

This record from OMol25 describes a single H3OP molecule at a distorted geometry. The level of theory is ωB97M-V/def2-TZVPD.

Results
* ΔE to the lowest compared entry with this formula, charge and spin: 134.2 kJ/mol
* maximum force: 4.3 eV/Å
* HOMO: -10.20 eV
* multiplicity: 1
* orbital gap: 9.751 eV
* LUMO level: -0.4 eV
* structure (SMILES): OP
* E_tot: -11382.886 eV

Geometry as XYZ:
```
5
Properties=species:S:1:pos:R:3:forces:R:3:nbo_charge:R:1
H -1.021285 0.953234 0.747088 0.15 0.16 -0.64 -0.056
H 0.605161 0.181008 -1.555979 -0.37 0.95 -1.40 0.451
H 0.275988 -0.331410 1.272387 0.90 -0.41 1.64 -0.037
P -0.755384 -0.407784 0.414281 2.16 -0.21 -2.78 0.555
O 0.895520 -0.395048 -0.877777 -2.83 -0.49 3.18 -0.913
```
Forces are in eV/Å.

This record from OMol25 describes a single H3OPS molecule at a distorted geometry. The level of theory is ωB97M-V/def2-TZVPD.

Results
* ΔE to the lowest compared entry with this formula, charge and spin: 198.0 kJ/mol
* maximum force: 3.1 eV/Å
* HOMO: -9.13 eV
* multiplicity: 1
* orbital gap: 8.605 eV
* LUMO level: -0.5 eV
* structure (SMILES): POS
* E_tot: -22218.285 eV

Geometry as XYZ:
```
6
Properties=species:S:1:pos:R:3:forces:R:3:nbo_charge:R:1
H 0.226376 -2.557734 0.668961 0.06 0.07 -0.13 0.107
H -0.924550 -0.182580 -1.258897 -0.08 -1.00 -0.40 -0.082
P -0.510764 0.681630 -0.260750 -1.55 0.65 1.40 0.671
H 0.453519 1.154794 -1.100924 1.19 0.36 -0.54 -0.066
O 0.458483 -0.170615 0.781948 -0.24 -2.81 1.13 -0.925
S -0.121462 -1.700501 1.639185 0.62 2.73 -1.45 0.295
```
Forces are in eV/Å.

This record from OMol25 describes 2 unconnected molecules or ions with the total composition H3OS2. The level of theory is ωB97M-V/def2-TZVPD.

Results
* ΔE to the lowest compared entry with this formula, charge and spin: 17.6 kJ/mol
* maximum force: 0.4 eV/Å
* HOMO (spin up / spin down): 3.56 / 0.43 eV
* multiplicity: 2
* total charge: -2
* orbital gap (spin up / spin down): 2.206 / 5.578 eV
* LUMO level (spin up / spin down): 5.8 / 6.0 eV
* E_tot: -23764.263 eV

Geometry as XYZ:
```
6
Properties=species:S:1:pos:R:3:forces:R:3:mulliken_spin:R:1
H -0.070552 0.549025 -3.075936 0.06 -0.06 -0.08 -0.011
H 0.395397 0.103491 2.308234 0.17 -0.01 0.17 0.012
H 0.013270 -0.791323 1.247004 0.00 -0.19 -0.28 0.030
S 0.015949 -0.220425 -1.983462 -0.16 0.28 0.06 0.659
O 0.439247 -0.842577 2.117909 -0.21 0.35 0.00 -0.054
S -0.793313 1.201809 -0.613749 0.15 -0.37 0.12 0.364
```
Forces are in eV/Å.

This record from OMol25 describes 2 unconnected molecules or ions with the total composition H3PS2 at a distorted geometry. The level of theory is ωB97M-V/def2-TZVPD.

Results
* ΔE to the lowest compared entry with this formula, charge and spin: 317.0 kJ/mol
* maximum force: 1.8 eV/Å
* HOMO (spin up / spin down): -9.05 / -9.00 eV
* multiplicity: 1
* orbital gap (spin up / spin down): 7.391 / 8.120 eV
* LUMO level (spin up / spin down): -1.7 / -0.9 eV
* E_tot: -31004.791 eV

Geometry as XYZ:
```
6
Properties=species:S:1:pos:R:3:forces:R:3:nbo_charge:R:1
H 0.919893 -2.168417 -0.931913 0.98 1.12 0.97 0.029
H -0.736461 0.909031 -0.413839 -0.35 -0.22 -0.28 -0.016
P 0.018755 1.800861 0.346360 0.40 0.21 -0.17 0.205
S 1.907706 1.038060 -0.377847 -0.06 0.29 -0.05 -0.107
H -0.025392 0.959449 1.456879 0.03 -0.13 0.41 -0.004
S 2.163496 -0.768399 0.359695 -1.00 -1.28 -0.89 -0.106
```
Forces are in eV/Å.

This record from OMol25 describes 20 unconnected molecules or ions with the total composition H40O20 at a distorted geometry. The level of theory is ωB97M-V/def2-TZVPD.

Results
* ΔE to the lowest compared entry with this formula, charge and spin: 251.9 kJ/mol
* maximum force: 1.6 eV/Å
* HOMO: -9.52 eV
* multiplicity: 1
* orbital gap: 9.009 eV
* LUMO level: -0.5 eV
* E_tot: -41600.414 eV

Geometry as XYZ:
```
60
Properties=species:S:1:pos:R:3:forces:R:3:nbo_charge:R:1
H -7.522650 -7.823740 -24.834270 0.05 0.34 0.19 0.469
H -4.874470 -2.796900 -17.978720 -0.08 0.15 0.30 0.486
O -9.154530 -2.013670 -24.343580 -0.81 0.48 0.34 -0.987
H -6.788110 -2.451610 -21.758700 0.15 0.16 0.17 0.483
O -7.615850 -8.020070 -16.688920 -0.08 -0.27 0.07 -0.944
H -10.809110 -3.420360 -20.620270 0.15 -0.17 -0.20 0.471
H -4.593300 -7.008570 -21.587750 0.22 0.27 0.30 0.492
H -3.235500 -9.254070 -24.167950 0.06 -0.19 -0.06 0.462
O -11.514020 -2.964390 -20.160460 -0.10 -0.08 0.29 -0.942
H -11.332150 -9.892780 -22.647280 0.09 -0.11 -0.27 0.481
H -4.064210 -9.246670 -19.853740 0.04 0.10 0.52 0.478
H -5.299890 -5.301550 -15.226170 0.30 -0.28 -0.01 0.494
H -12.269370 -4.634750 -23.541780 0.13 0.31 -0.17 0.488
H -4.227280 -5.169210 -18.841380 0.22 0.43 0.10 0.485
O -3.996820 -9.764800 -20.655760 0.24 -0.61 -0.16 -0.980
H -6.463330 -4.411160 -14.844700 -0.20 0.26 0.23 0.490
O -7.048730 -8.475450 -25.350900 -0.09 -0.41 0.00 -0.939
O -5.972170 -4.732440 -15.600860 0.29 0.16 0.51 -0.941
H -8.185260 -2.064240 -17.550590 -0.13 0.07 -0.27 0.476
H -6.055410 -7.296080 -21.855120 -0.39 0.18 0.24 0.506
H -8.028430 -1.562430 -16.130920 -0.09 0.21 0.18 0.475
H -9.309090 -6.511790 -24.841150 -0.30 -0.13 -0.07 0.478
H -6.936240 -5.017510 -16.841180 0.58 0.28 0.66 0.498
H -4.010920 -8.231120 -23.365330 -0.48 0.18 0.16 0.488
O -3.777540 -5.876320 -19.303940 0.08 -0.70 -0.27 -0.976
H -9.097820 -2.633090 -25.071130 0.09 0.02 -0.56 0.477
O -5.173170 -7.604420 -22.062040 0.08 -0.19 -0.34 -0.980
H -4.429370 -9.231800 -21.322870 -0.20 0.19 -0.18 0.478
O -8.371530 -3.774030 -26.227970 0.08 0.23 -0.49 -0.947
O -10.044490 -6.817150 -22.037020 0.94 0.37 0.06 -1.018
H -8.119820 -4.810890 -17.762240 -0.31 0.09 -0.06 0.477
H -13.162370 -5.595900 -22.786380 -0.20 -0.13 0.20 0.487
H -10.689090 -6.251750 -22.462520 -0.62 0.36 -0.11 0.499
O -12.249680 -5.444730 -23.032100 0.07 -0.03 -0.15 -0.960
O -11.321700 -9.417200 -21.816650 0.02 0.22 -0.04 -0.955
H -8.916420 -4.281290 -26.829650 -0.11 -0.09 -0.21 0.468
O -4.781740 -3.372860 -18.737600 0.30 0.10 -0.26 -0.957
H -4.680560 -7.914740 -18.031220 -0.22 0.15 -0.08 0.473
H -5.516190 -3.982670 -18.667240 -0.84 -0.02 0.15 0.483
O -7.703690 -2.226180 -16.739370 0.21 -0.28 0.10 -0.951
H -7.415530 -5.597500 -20.045880 0.15 -0.07 0.46 0.488
O -3.832970 -8.357480 -18.073780 0.07 -0.70 0.39 -0.953
H -8.762260 -6.257160 -23.452620 -0.32 -0.31 0.56 0.502
H -7.420990 -7.114820 -16.931370 -0.01 0.45 -0.38 0.476
H -8.304360 -4.321360 -25.445570 0.15 -0.60 0.36 0.495
H -6.971770 -8.082680 -26.220410 0.13 0.11 -0.20 0.466
H -10.512280 -7.636950 -21.877830 -0.11 -0.67 0.23 0.510
H -8.735800 -2.465200 -23.610770 0.34 0.16 0.28 0.475
H -3.226560 -7.685490 -18.385100 -0.05 0.35 -0.16 0.488
O -8.725770 -5.931550 -24.351990 0.50 0.31 -0.54 -0.982
H -8.173110 -5.888860 -21.323800 -0.60 -0.29 -0.04 0.487
H -11.538680 -2.095200 -20.560620 -0.02 0.25 -0.14 0.472
H -11.847300 -9.955780 -21.225120 -0.08 -0.05 0.28 0.485
O -7.284270 -2.807600 -22.495810 -0.11 -0.07 0.14 -0.956
O -7.306750 -5.963410 -20.923660 0.33 0.22 -0.37 -0.974
H -7.003970 -3.720920 -22.555030 0.19 -0.39 0.03 0.484
H -7.134940 -8.158830 -15.873010 0.09 -0.19 0.20 0.460
O -3.178620 -8.364610 -23.818870 0.52 0.03 -0.33 -0.963
H -2.932880 -5.501100 -19.552910 0.19 0.23 -0.14 0.480
O -7.236470 -5.178610 -17.735690 -0.49 -0.41 -1.46 -1.005
```
Forces are in eV/Å.

| no. | M (g mol⁻¹) |
| --- | --- |
| 1 | 95.0 |
| 2 | 130.1 |
| 3 | 194.3 |
| 4 | 143.9 |
| 5 | 130.1 |
| 6 | 126.1 |
| 7 | 143.2 |
| 8 | 50.0 |
| 9 | 82.1 |
| 10 | 83.2 |
| 11 | 98.1 |
| 12 | 360.3 |